1.
Below is a molecular structure, C5H16N7O8P2Pd in a non-equilibrium geometry, with properties calculated with ωB97M-V with the def2-TZVPD basis set.

```
! wB97M-V def2-TZVPD RIJCOSX def2/J DEFGRID3
* xyz 1 1
Pd 0.360 -0.310 0.051
C 2.989 1.805 -3.060
C 1.601 1.691 -2.433
O 0.702 2.598 -3.049
P 0.880 0.026 -2.729
O 1.831 -1.105 -2.143
O 0.959 -0.222 -4.288
O -0.473 -0.124 -2.114
P 1.613 1.920 -0.604
O 2.337 3.320 -0.475
O 2.336 0.747 0.044
O 0.174 2.000 -0.139
H 2.967 1.490 -4.102
H 3.713 1.210 -2.501
H 3.301 2.847 -3.020
H -0.038 2.768 -2.448
H 2.724 -1.160 -2.511
H 0.094 -0.271 -4.721
H 2.282 3.736 0.397
C -4.864 -1.037 0.949
N -3.549 -1.564 0.632
C -2.436 -0.832 0.489
N -2.527 0.499 0.648
O -1.358 -1.439 0.222
H -5.524 -1.868 1.173
H -5.292 -0.476 0.117
H -4.822 -0.401 1.835
H -3.436 -2.544 0.439
H -3.425 0.943 0.699
H -1.741 1.083 0.398
N 0.038 -2.423 4.865
N 0.665 -1.841 3.794
N 1.958 -1.979 3.593
C 2.110 -1.345 2.442
N 0.944 -0.856 2.011
N 0.011 -1.199 2.887
H 0.679 -2.529 5.637
H -0.830 -1.954 5.075
H 3.051 -1.203 1.939
*
```

The value obtained for the energy above the lowest of the compared OMol25 structures with the same formula, charge and spin is 14.9 kcal per mole. The value obtained for the HOMO energy (spin up / spin down) is -12.31 / -12.42 eV. For the total energy, the calculation gives -54310.966 eV. For the gap between HOMO and LUMO (spin up / spin down), the calculation gives 8.03 / 8.01 eV.

These are the Löwdin partial charges, in e, on atoms 1 to 2:
1. Pd 1.04
2. C -0.05

---

2.
Below is a molecular structure, C55H52F5N6P2RbSSe4, with properties calculated with ωB97M-V with the def2-TZVPD basis set.

```
! wB97M-V def2-TZVPD RIJCOSX def2/J DEFGRID3
* xyz -2 1
Rb -1.226 -1.584 -1.217
C 0.916 -5.108 -3.927
Se -0.085 -4.331 -2.453
C 0.771 -5.664 -1.174
C 2.242 -5.465 -0.893
Se 2.693 -3.644 -0.290
C 3.368 -4.115 1.479
H 0.723 -6.181 -3.976
H 1.986 -4.931 -3.807
H 0.570 -4.623 -4.835
H 0.612 -6.667 -1.580
H 0.174 -5.567 -0.267
H 2.845 -5.662 -1.781
H 2.624 -6.114 -0.099
H 4.414 -4.417 1.454
H 2.769 -4.922 1.895
H 3.259 -3.242 2.119
F -8.143 1.604 -0.045
C -7.312 0.534 -0.043
C -5.975 0.674 -0.391
F -5.495 1.889 -0.726
C -5.151 -0.432 -0.381
F -3.858 -0.239 -0.716
C -5.573 -1.725 -0.026
S -4.484 -3.081 -0.044
C -6.927 -1.812 0.315
F -7.472 -2.995 0.673
C -7.779 -0.721 0.310
F -9.079 -0.870 0.651
Se 1.301 5.021 2.892
P 1.762 4.406 0.925
C 3.548 4.106 0.674
C 4.435 4.296 1.727
C 5.791 4.061 1.548
C 6.265 3.647 0.315
C 5.380 3.453 -0.738
C 4.026 3.672 -0.563
C 1.321 5.686 -0.278
C -0.027 5.845 -0.587
C -0.423 6.847 -1.452
C 0.522 7.698 -2.012
C 1.862 7.544 -1.702
C 2.262 6.538 -0.833
C 0.964 2.949 0.274
C 0.218 1.873 0.754
N -0.102 1.128 -0.317
N 0.422 1.701 -1.384
N 1.070 2.794 -1.061
P -0.531 1.408 2.314
Se -1.667 -0.373 2.238
C 0.791 1.340 3.550
C 0.470 1.096 4.883
C 1.471 0.980 5.831
C 2.804 1.069 5.450
C 3.128 1.267 4.118
C 2.125 1.405 3.172
C -1.638 2.799 2.694
C -2.591 3.087 1.720
C -3.523 4.086 1.932
C -3.513 4.802 3.122
C -2.570 4.516 4.094
C -1.630 3.517 3.881
H 4.045 4.625 2.681
H 6.472 4.203 2.377
H 7.322 3.466 0.173
H 5.742 3.119 -1.700
H 3.329 3.484 -1.370
H -0.762 5.177 -0.156
H -1.470 6.958 -1.696
H 0.210 8.477 -2.695
H 2.602 8.202 -2.137
H 3.312 6.417 -0.595
H -0.566 0.972 5.172
H 1.212 0.803 6.866
H 3.586 0.967 6.191
H 4.164 1.324 3.809
H 2.384 1.564 2.132
H -2.613 2.512 0.800
H -4.264 4.292 1.173
H -4.244 5.583 3.290
H -2.551 5.081 5.017
H -0.874 3.326 4.628
C -3.525 -2.777 -5.228
C -3.168 -1.664 -5.978
C -1.884 -1.159 -5.857
C -0.974 -1.772 -4.990
C -1.280 -2.919 -4.237
C -2.594 -3.376 -4.389
C 0.358 -1.127 -4.832
C 1.018 -0.573 -5.975
C 2.222 0.035 -5.830
C 2.808 0.108 -4.543
C 4.064 0.709 -4.299
C 4.584 0.732 -3.036
C 3.860 0.160 -1.964
C 2.648 -0.424 -2.179
C 2.091 -0.469 -3.478
N 0.886 -1.075 -3.636
H -4.538 -3.165 -5.283
H -3.888 -1.177 -6.627
H -1.610 -0.263 -6.404
H -2.918 -4.240 -3.808
H 0.553 -0.668 -6.946
H 2.748 0.456 -6.682
H 4.605 1.143 -5.132
H 5.550 1.184 -2.853
H 4.273 0.192 -0.963
H 2.083 -0.861 -1.365
C -1.349 -3.712 4.164
C -1.873 -4.700 3.116
C -3.361 -4.942 3.340
C -1.107 -6.021 3.241
N -1.737 -4.231 1.727
N -0.525 -3.600 1.379
H -1.593 -4.073 5.166
H -1.798 -2.725 4.044
H -0.265 -3.597 4.111
H -3.520 -5.467 4.284
H -3.779 -5.535 2.529
H -3.914 -4.003 3.361
H -1.153 -6.403 4.263
H -0.054 -5.884 2.987
H -1.521 -6.764 2.561
H -2.514 -3.635 1.451
H 0.213 -4.294 1.421
H -0.291 -2.824 2.007
*
```

The value obtained for the HOMO energy is -1.76 eV. For the total energy, the calculation gives -371862.271 eV. For the gap between HOMO and LUMO, the calculation gives 5.24 eV.

These are the Löwdin partial charges, in e, on atoms 1 to 2:
1. Rb 0.46
2. C -0.38

---

3.
Below is a molecular structure, C5H21CaN10O6 in a non-equilibrium geometry, with properties calculated with ωB97M-V with the def2-TZVPD basis set.

```
! wB97M-V def2-TZVPD RIJCOSX def2/J DEFGRID3
* xyz 0 2
Ca 0.437 0.144 -0.388
O 1.015 -2.085 -0.873
H 1.109 -2.993 -1.221
C -2.095 -1.591 0.916
O -1.381 -0.597 0.821
N -3.235 -1.658 0.263
N -2.000 -2.532 1.817
H -3.725 -2.541 0.262
H -3.484 -0.894 -0.350
H -1.102 -2.634 2.267
H -2.542 -3.369 1.656
C -0.414 2.193 2.325
O -0.185 1.785 1.200
N 0.145 1.712 3.414
N -1.290 3.159 2.446
H -0.032 2.327 4.195
H 0.758 0.924 3.568
H -1.790 3.427 1.611
H -1.524 3.374 3.405
C -1.378 -0.841 -2.912
O -1.080 0.123 -2.198
N -2.328 -0.800 -3.799
N -0.680 -1.885 -2.892
H -2.451 -1.632 -4.359
H -2.752 0.095 -3.997
H -0.999 -2.636 -3.488
H 0.014 -2.056 -2.178
C 1.544 2.731 -2.316
O 1.264 1.817 -1.582
N 0.829 3.151 -3.378
N 2.768 3.232 -2.090
H 0.029 2.591 -3.635
H 1.075 4.039 -3.793
H 3.360 2.969 -1.315
H 3.281 3.681 -2.836
C 2.065 -1.254 2.241
O 1.608 -0.317 1.653
N 2.192 -2.427 1.699
N 2.757 -1.055 3.294
H 2.523 -3.185 2.279
H 1.715 -2.604 0.827
H 3.277 -1.774 3.777
H 2.701 -0.115 3.661
*
```

The value obtained for the energy above the lowest of the compared OMol25 structures with the same formula, charge and spin is 0.0 kcal per mole. The value obtained for the HOMO energy (spin up / spin down) is -1.35 / -8.54 eV. For the total energy, the calculation gives -51155.432 eV. For the gap between HOMO and LUMO (spin up / spin down), the calculation gives 1.86 / 9.05 eV. The expectation value of S² is 0.750.

These are the Löwdin partial charges, in e, on atoms 1 to 2:
1. Ca 1.35
2. O -0.52

---

4.
Below is 6 unconnected molecules or ions with the total composition C18H23F4N4O15 in a non-equilibrium geometry, with properties calculated with ωB97M-V with the def2-TZVPD basis set.

```
! wB97M-V def2-TZVPD RIJCOSX def2/J DEFGRID3
* xyz 1 1
F 5.021 -3.445 3.869
N 5.116 -2.110 3.783
C 3.974 -1.415 3.776
N 2.687 -2.071 3.829
C 1.829 -0.918 3.792
C 0.274 -1.228 3.795
F -0.362 -1.023 5.008
F -0.323 -0.478 2.747
F 0.141 -2.573 3.393
N 2.549 0.303 3.756
N 3.882 0.015 3.727
H 6.022 -1.619 3.719
H 2.130 1.243 3.753
H 4.657 0.694 3.694
C -3.434 -0.014 3.048
C -3.882 0.082 1.621
O -5.241 0.482 1.739
C -5.375 1.097 2.948
O -6.347 1.698 3.292
O -4.258 0.938 3.708
H -2.381 0.235 3.172
H -3.619 -1.002 3.480
H -3.335 0.847 1.061
H -3.800 -0.868 1.093
C 5.577 -3.385 -1.067
C 4.326 -3.395 -0.244
O 4.762 -2.853 1.000
C 5.869 -2.109 0.747
O 6.391 -1.379 1.548
O 6.311 -2.292 -0.520
H 5.378 -3.228 -2.128
H 6.165 -4.299 -0.949
H 3.547 -2.749 -0.657
H 3.921 -4.398 -0.112
C 8.385 0.069 -1.762
C 8.857 1.469 -1.508
O 9.169 1.943 -2.810
C 8.442 1.202 -3.693
O 8.341 1.447 -4.856
O 7.845 0.145 -3.074
H 7.626 -0.252 -1.049
H 9.204 -0.656 -1.759
H 8.075 2.103 -1.079
H 9.734 1.503 -0.861
C -8.281 -0.516 -0.222
C -7.797 0.881 0.025
O -7.502 1.352 -1.285
C -8.245 0.616 -2.154
O -8.359 0.863 -3.319
O -8.839 -0.435 -1.528
H -9.031 -0.832 0.503
H -7.466 -1.246 -0.231
H -8.569 1.519 0.465
H -6.909 0.911 0.657
C -5.670 3.624 -4.040
C -6.034 2.286 -4.609
O -5.016 2.063 -5.579
C -3.942 2.813 -5.213
O -2.859 2.732 -5.715
O -4.257 3.665 -4.199
H -5.946 3.719 -2.989
H -6.113 4.452 -4.600
H -5.992 1.489 -3.863
H -7.020 2.284 -5.073
*
```

The value obtained for the HOMO energy is -11.90 eV. For the total energy, the calculation gives -66570.720 eV. For the gap between HOMO and LUMO, the calculation gives 7.10 eV.

These are the Löwdin partial charges, in e, on atoms 1 to 2:
1. F 0.09
2. N 0.07